#P
The following is a quantum chemistry calculation of a structure of composition C11H15ClNO4RhSr, from the OMol25 dataset.

Computed properties:
- Multiplicity: 5
- Charge: -2
- HOMO-LUMO gap (alpha / beta): 0.1352 / 0.2196 Eh
- HOMO energy (alpha / beta): 0.0051 / -0.0985 Eh

Each line ends with the Löwdin spin population.
Positions of all 34 atoms, in Å:
1 Rh -0.56969 -0.56396 -1.25142  1.58
2 Cl -0.60088 -2.89832 -1.45994  0.12
3 C 1.04060 -0.46222 -2.37053  0.00
4 H 1.76919 0.04707 -1.71051  0.01
5 H 0.83360 0.15664 -3.25774  0.01
6 H 1.37785 -1.48426 -2.61769  0.00
7 Sr -3.46029 0.87278 -3.08932  0.08
8 C -5.58944 0.67726 -1.61983  0.01
9 C -3.38133 0.80579 -5.68701  0.00
10 C -1.11571 1.33930 -1.97791  0.78
11 H -2.73833 1.65416 -5.98614  0.00
12 H -2.98669 -0.10370 -6.16810  0.00
13 H -4.39680 0.99002 -6.08168  0.00
14 H -5.52829 1.48941 -0.88237  0.00
15 H -6.47185 0.85076 -2.25010  0.00
16 H -5.74095 -0.26190 -1.07417  0.00
17 H -0.26627 1.82116 -2.49876  0.05
18 H -1.60103 2.06708 -1.27344  0.05
19 O -0.22383 -1.29336 0.84326  0.16
20 C 0.43113 -0.23253 1.11608  0.04
21 O 0.32233 0.82685 0.42165  0.15
22 C 1.45284 -0.33766 2.24695  0.11
23 C 2.06713 0.81631 2.75631  0.00
24 C 3.06300 0.73002 3.72056  0.07
25 C 3.46042 -0.52629 4.21297  0.06
26 C 2.84048 -1.69515 3.72756  0.07
27 C 1.83614 -1.59616 2.76184  0.00
28 N 4.48408 -0.61699 5.20026  0.23
29 O 5.01215 0.44025 5.61420  0.20
30 O 4.82897 -1.73741 5.63590  0.20
31 H 1.76226 1.78799 2.37866  0.00
32 H 3.55878 1.61512 4.10259  0.01
33 H 3.16355 -2.65962 4.11357  0.01
34 H 1.36686 -2.51845 2.40433  0.00

---

#Q
The following is a quantum chemistry calculation of a structure of composition C11H15ClNO4RhSr, from the OMol25 dataset.

Computed properties:
- Multiplicity: 5
- Charge: -2
- HOMO-LUMO gap (alpha / beta): 0.0876 / 0.0863 Eh
- HOMO energy (alpha / beta): 0.0038 / 0.0050 Eh

Each line ends with the Löwdin spin population.
Positions of all 34 atoms, in Å:
1 Rh -2.15157 0.69798 -0.27509  2.14
2 Cl -2.24362 2.61916 0.98713  0.18
3 C -3.10730 0.52091 -1.93693  0.27
4 H -3.72556 -0.39500 -1.94227  0.05
5 H -2.57276 0.71632 -2.90186  0.02
6 H -3.74533 1.38678 -1.67365  0.05
7 Sr 0.17430 0.37130 -2.90130  0.07
8 C 2.32384 1.18226 -4.55015  0.01
9 C -1.06115 0.36377 -5.39371  0.01
10 C 1.38069 -1.93070 -2.64550  0.78
11 H -1.28951 -0.71520 -5.35125  0.00
12 H -1.94292 0.92477 -5.72578  0.00
13 H -0.20883 0.56183 -6.05955  0.00
14 H 2.91779 0.28720 -4.32596  0.00
15 H 2.09461 1.19360 -5.62059  0.00
16 H 2.92826 2.06913 -4.32476  0.00
17 H 0.43729 -2.35338 -2.22813  0.07
18 H 2.23226 -1.97152 -1.92812  0.07
19 O 0.35250 0.68764 -0.06817  0.09
20 C -0.10715 -0.09474 0.85694  0.04
21 O -1.17313 -0.78844 0.55883  0.14
22 C 0.41553 -0.21680 2.27192  0.00
23 C 0.60207 -1.49340 2.86352  0.00
24 C 0.81919 -1.62330 4.23729  0.00
25 C 0.82430 -0.46608 5.05815  0.00
26 C 0.66328 0.78975 4.47801  0.00
27 C 0.48241 0.90553 3.09333  0.00
28 N 0.72566 -0.57807 6.48799  0.00
29 O 0.78610 -1.70357 7.03735  0.00
30 O 0.68255 0.48821 7.16249  0.00
31 H 0.56177 -2.41740 2.28404  0.00
32 H 0.95458 -2.59083 4.71537  0.00
33 H 0.66048 1.67684 5.08319  0.00
34 H 0.30935 1.89541 2.67723  0.00

---

According to the calculations, the structures order from most to least stable as #P, #Q.

---

#P
The following is a quantum chemistry calculation of a cluster of 2 separate species, C4H10O3 in total, from the OMol25 dataset.

Computed properties:
- Charge: -2
- HOMO-LUMO gap: 0.2560 Eh
- HOMO energy: 0.0023 Eh

Each line ends with the Mulliken charge.
Positions of all 17 atoms, in Å:
1 C 1.19734 -1.69060 1.97996  -0.47
2 O 0.99583 -3.00602 1.96919  -0.85
3 C 0.20891 -0.78678 1.24910  -0.15
4 C 0.72164 0.18399 0.14615  -0.59
5 C -0.43653 0.93469 -0.68684  -0.55
6 O -0.15798 1.51593 -1.95108  -0.62
7 H 2.22074 -1.32384 1.50228  0.10
8 H 1.34806 -1.13620 3.05234  0.05
9 H -0.33330 -1.58640 0.67582  0.10
10 H -0.43197 -0.17658 1.93518  0.38
11 H 1.25558 -0.53648 -0.50006  0.30
12 H 1.49520 0.87102 0.48741  0.27
13 H -1.25670 0.24996 -0.80166  0.27
14 H -0.80090 1.82893 -0.15771  0.18
15 H -0.95290 1.56756 -2.65067  0.49
16 H -2.93817 1.45013 -2.86875  0.16
17 O -2.13485 1.64069 -3.38067  -1.07

---

#Q
The following is a quantum chemistry calculation of a cluster of 2 separate species, C4H10O3 in total, from the OMol25 dataset.

Computed properties:
- Charge: -2
- HOMO-LUMO gap: 0.2436 Eh
- HOMO energy: 0.0084 Eh

Each line ends with the Mulliken charge.
Positions of all 17 atoms, in Å:
1 C 2.74405 0.69180 -0.23055  -0.51
2 O 3.78058 0.93210 -1.20438  -0.97
3 C 1.28838 0.68761 -0.88728  -0.66
4 C 0.13558 0.51229 0.13484  -0.38
5 C -0.91555 -0.52877 -0.27047  -0.52
6 O -1.77644 -0.83796 0.82718  -0.56
7 H 2.72932 -0.39049 0.12340  0.15
8 H 2.81176 1.32436 0.62809  0.25
9 H 1.31329 -0.00028 -1.66154  0.32
10 H 1.17239 1.61723 -1.38547  0.38
11 H 0.67474 0.20006 0.97625  0.25
12 H -0.49261 1.32232 0.34153  0.26
13 H -0.37208 -1.50752 -0.57728  0.24
14 H -1.59181 -0.20104 -1.01606  0.27
15 H -2.78738 -1.09970 1.24596  0.37
16 H -4.67258 -1.07233 1.21370  0.16
17 O -4.04163 -1.64967 1.74208  -1.05

---

According to the calculations, the structures order from most to least stable as #P, #Q.

---

#P
The following is a quantum chemistry calculation of a structure of composition C4H6AgO, from the OMol25 dataset.

Computed properties:
- Charge: +1
- HOMO-LUMO gap: 0.1755 Eh
- HOMO energy: -0.4065 Eh

Each line ends with the Mulliken charge.
Positions of all 12 atoms, in Å:
1 O -2.36191 1.84642 0.37973  -0.40
2 Ag -3.71305 1.82431 -1.62006  0.90
3 C -1.97366 1.19661 1.33217  0.06
4 C 1.01530 -0.56730 0.66446  -0.94
5 H 1.36888 0.35393 1.13722  0.37
6 H -0.84012 1.11764 1.52726  0.15
7 H 0.88661 -1.36440 1.40267  0.27
8 H -2.66579 0.52440 1.87089  0.26
9 C 1.45103 -0.91880 -0.62252  0.39
10 C 2.07366 -1.21494 -1.73286  -0.58
11 H 3.00692 -0.72075 -2.01321  0.26
12 H 1.75214 -2.07711 -2.32576  0.25

---

#Q
The following is a quantum chemistry calculation of a structure of composition C4H6AgO, from the OMol25 dataset.

Computed properties:
- Charge: +1
- HOMO-LUMO gap (alpha / beta): 0.1839 / 0.1912 Eh
- HOMO energy (alpha / beta): -0.3980 / -0.4056 Eh

Each line ends with the Mulliken charge.
Positions of all 12 atoms, in Å:
1 O 1.64261 0.66563 0.18565  -0.42
2 Ag 3.52481 -0.86427 0.49577  0.85
3 C 1.03762 1.29271 -0.67160  0.01
4 C 1.37293 1.02171 -2.51551  -1.03
5 H 0.46716 1.27671 -3.08259  0.40
6 H 0.51714 0.26932 -1.73948  0.33
7 H 1.91886 1.94322 -2.76815  0.42
8 H 0.90702 2.37853 -0.49952  0.37
9 C 3.10089 -0.41497 -2.97318  0.14
10 C 3.76989 -0.80106 -4.01390  -0.63
11 H 3.53426 -1.71571 -4.56769  0.28
12 H 4.47997 -0.08882 -4.45580  0.27

---

According to the calculations, the structures order from most to least stable as #P, #Q.

---

#P
The following is a quantum chemistry calculation of a cluster of 2 separate species, H4N3P in total, from the OMol25 dataset.

Computed properties:
- Charge: 0
- HOMO-LUMO gap: 0.4083 Eh
- HOMO energy: -0.3709 Eh

Each line ends with the Mulliken charge.
Positions of all 8 atoms, in Å:
1 N -1.92523 -0.32113 -0.37889  0.80
2 N -1.95919 -0.31474 -1.50619  -0.39
3 N -1.64248 -0.35376 0.78631  -0.62
4 P 2.48736 0.11443 0.00725  -0.12
5 H 1.29026 0.14179 0.81436  0.03
6 H -2.19893 -0.44989 1.54585  0.21
7 H 2.19945 1.53472 -0.14545  0.05
8 H 1.74876 -0.35141 -1.12324  0.04

---

#Q
The following is a quantum chemistry calculation of the molecule H4N3P, from the OMol25 dataset.

Computed properties:
- Charge: 0
- HOMO-LUMO gap (alpha / beta): 0.3453 / 0.3453 Eh
- HOMO energy (alpha / beta): -0.3273 / -0.3273 Eh

Each line ends with the Mulliken charge.
Positions of all 8 atoms, in Å:
1 N 1.02702 -1.06465 -0.17700  -0.77
2 N 0.74689 1.08227 -0.32727  -0.77
3 N 0.28598 -0.09800 -0.25590  0.88
4 P -1.47974 -0.15582 -0.23088  -0.14
5 H 0.45452 -1.90316 -0.02969  0.26
6 H 1.68011 1.18724 -0.01990  0.25
7 H -1.25144 1.16654 -0.26257  0.18
8 H -1.46333 -0.21442 1.30320  0.10

---

According to the calculations, the structures order from most to least stable as #P, #Q.

---

#P
The following is a quantum chemistry calculation of the molecule C7H10N2, from the OMol25 dataset.

Computed properties:
- SMILES: C1[C@@H]2N[C@@H]3[C@@H]4N[C@H]1[C@H]2[C@H]34
- Charge: 0
- HOMO-LUMO gap: 0.3369 Eh
- HOMO energy: -0.3086 Eh

Each line ends with the Mulliken charge.
Positions of all 19 atoms, in Å:
1 C 1.57735 0.45050 -0.51101  -0.90
2 C 1.15793 -0.80506 0.19395  0.15
3 N 0.35830 -1.57519 -0.72468  -0.57
4 C -0.99736 -1.12139 -0.44080  -0.48
5 C -1.45556 0.25356 -0.51325  -0.28
6 N -0.63074 1.45567 -0.64127  -0.44
7 C 0.51284 1.27893 0.00894  -0.17
8 C 0.22759 0.06970 1.20286  -0.96
9 C -1.15958 -0.35839 0.80159  -0.30
10 H 2.62404 0.78949 -0.15281  0.29
11 H 1.67705 0.26725 -1.71673  0.34
12 H 1.97085 -1.45117 0.66824  0.40
13 H 0.26114 -2.55019 -0.33078  0.32
14 H -1.77817 -1.82194 -0.81760  0.37
15 H -2.65606 0.55647 -0.52759  0.25
16 H -1.23276 2.33037 -0.32850  0.32
17 H 0.91564 2.33843 0.12668  0.38
18 H 0.56102 0.20943 2.10538  0.86
19 H -1.93353 -0.31646 1.59737  0.42

---

#Q
The following is a quantum chemistry calculation of the molecule C7H10N2, from the OMol25 dataset.

Computed properties:
- SMILES: [H]/N=C/N[C@@H](C#C)C(=C)C
- Charge: 0
- HOMO-LUMO gap: 0.3658 Eh
- HOMO energy: -0.3362 Eh

Each line ends with the Mulliken charge.
Positions of all 19 atoms, in Å:
1 H -1.94542 -1.93712 1.99626  0.24
2 N -1.38075 -1.32063 1.33716  -0.50
3 C -1.37750 -1.76792 0.13370  -0.10
4 N -0.60526 -1.10003 -0.92642  -0.34
5 C -0.30800 0.26427 -0.65739  0.02
6 C -1.36915 1.28917 -0.04172  -0.84
7 C -2.25508 2.15240 -0.13946  -0.04
8 C 1.08643 0.50898 0.12378  0.38
9 C 1.32409 1.71544 0.72538  -0.83
10 C 2.23822 -0.66649 -0.11071  -1.25
11 H -1.65276 -2.72387 -0.21838  0.44
12 H -1.06966 -0.94477 -1.79908  0.29
13 H 0.08848 0.57937 -1.56552  0.66
14 H -3.24467 2.64647 -0.33271  0.37
15 H 0.42842 2.36917 0.97382  0.30
16 H 2.39761 1.80729 1.15640  0.23
17 H 2.55611 -0.82848 -1.19433  0.26
18 H 2.04468 -1.73277 0.15204  0.27
19 H 3.04420 -0.31047 0.38717  0.42

---

According to the calculations, the structures order from most to least stable as #P, #Q.